1.
ORCA calculation (ωB97M-V/def2-TZVPD) on 2 unconnected molecules or ions with the total composition C5H10O.

XYZ file:
```
16
C5H10O (ωB97M-V/def2-TZVPD)
H -1.479 -1.083 1.890
H 2.764 0.331 -0.699
H -1.285 2.274 -1.238
O 0.475 1.049 -1.373
H 2.252 -1.016 0.368
C -0.487 -1.149 1.426
C -0.465 -0.425 0.107
H -1.702 0.778 -2.187
H -2.321 0.987 -0.493
H -1.079 -0.866 -0.677
C 2.059 0.021 0.075
H 0.224 -0.714 2.138
C -1.545 1.223 -1.211
H -0.253 -2.220 1.332
C 0.648 0.228 -0.420
H 2.229 0.656 0.953
```

Summary:
gap between HOMO and LUMO (alpha / beta)	7.54 / 7.54	eV
total energy	-7390.4081	eV
E_HOMO (alpha / beta)	-7.47 / -7.47	eV
max |F|	0.3	eV/Å
LUMO (alpha / beta)	0.07 / 0.07	eV
net charge	0



2.
ORCA calculation (ωB97M-V/def2-TZVPD) on a single C5H10O molecule.

XYZ file:
```
16
C5H10O (ωB97M-V/def2-TZVPD)
C 1.568 0.559 1.538
H -0.227 1.609 0.758
H -1.852 0.104 -0.236
C -1.286 -0.649 -2.176
H -1.222 0.349 -2.622
C 0.318 -0.075 2.101
C 0.287 0.645 0.784
H -0.513 -1.275 -2.631
H 2.320 -0.111 1.133
C -1.096 -0.564 -0.674
O 0.205 -0.068 -0.406
H -2.267 -1.074 -2.414
H -1.221 -1.552 -0.202
H 0.264 -1.160 2.083
H -0.165 0.391 2.956
H 1.957 1.460 2.004
```

Summary:
gap between HOMO and LUMO	10.76	eV
total energy	-7393.3066	eV
E_HOMO	-9.55	eV
structure (SMILES)	CCOC1CC1
max |F|	0.3	eV/Å
LUMO	1.22	eV
net charge	0



3.
ORCA calculation (ωB97M-V/def2-TZVPD) on a molecular structure, C5H10O at a distorted geometry.

XYZ file:
```
16
C5H10O (ωB97M-V/def2-TZVPD)
H 1.855 -1.286 -1.606
C -0.399 -1.183 0.726
H -1.225 0.574 1.868
C -0.293 0.107 1.535
H 0.425 0.162 2.378
H -0.903 -0.277 -0.276
C 0.871 -0.830 -0.002
H -0.125 1.286 -1.940
O 0.934 -1.301 -1.327
H 0.939 1.519 0.158
H -1.237 2.059 -0.738
H -1.694 0.594 -1.601
C 0.333 0.630 0.209
H -0.507 -2.178 1.234
C -0.823 1.123 -1.118
H 1.849 -0.999 0.499
```

Summary:
gap between HOMO and LUMO	9.71	eV
total energy	-7389.5319	eV
E_HOMO	-8.78	eV
max |F|	4.9	eV/Å
LUMO	0.93	eV
net charge	0